Density functional theory data (ωB97M-V/def2-TZVPD) for an isolated molecule of C4H4O3 at a distorted geometry.

```
11
Properties=species:S:1:pos:R:3:nbo_charge:R:1
O -1.81406 0.07465 1.04144 -0.46
C -1.03432 -0.74563 0.63433 0.39
C 0.25406 -0.21392 0.05026 0.00
C -0.36800 0.12106 -1.31233 0.40
O -1.41870 0.70902 -1.37147 -0.46
C 1.29649 0.54784 0.75330 -0.07
O 1.54937 -0.74868 0.20019 -0.46
H -1.36774 -1.77156 0.36821 0.14
H 0.07384 -0.33716 -2.20509 0.14
H 1.83387 1.36435 0.26530 0.19
H 1.26870 0.61610 1.84412 0.20
```

Calculated values
energy relative to the best compared isomer or geometry (same formula, charge and spin): 3.147 eV
multiplicity: 1
HOMO level: -9.7 eV
charge: 0
SMILES: O=CC1(C=O)CO1

---

Density functional theory data (ωB97M-V/def2-TZVPD) for a structure of composition C16H24As4F24O12Pt at a distorted geometry.

```
81
Properties=species:S:1:pos:R:3:lowdin_spin:R:1
Pt 0.03231 17.91953 22.62369 1.00
As -4.41610 22.57931 25.12313 0.00
F -5.75239 21.93736 24.11222 0.00
F -4.97846 21.50199 26.49953 0.00
F -3.16083 23.39584 26.13761 0.00
F -3.85926 23.61256 23.75626 0.00
F -5.62358 23.73661 25.74994 0.00
F -3.33764 21.28767 24.37341 0.00
As 1.36270 11.31208 19.39795 0.00
F 0.97030 12.97819 20.07856 0.00
F 0.98701 10.76540 21.05857 0.00
F 1.52438 9.63470 18.76588 0.00
F 1.53806 11.99259 17.76538 0.00
F 3.08655 11.52972 19.74314 0.00
F -0.39493 11.10586 18.93498 0.00
As -5.87175 14.74556 23.35137 -0.03
F -6.58379 16.32668 22.72391 0.64
F -7.57181 14.27509 23.33647 0.17
F -5.32316 13.20708 24.01267 0.01
F -4.20114 15.44627 23.18589 0.12
F -5.90484 15.47636 25.03774 -0.01
F -5.70288 14.17397 21.70729 -0.01
As -3.77928 19.18331 17.09757 0.00
F -4.25051 17.49933 17.34313 0.04
F -5.05087 19.29255 15.81208 0.01
F -3.17036 20.87025 16.73478 0.00
F -2.57075 18.84553 18.51103 0.04
F -2.56857 18.66612 15.85376 0.00
F -4.99919 19.74008 18.30864 0.00
C 8.71431 20.75050 15.96629 0.00
C 7.69401 19.74688 15.39106 0.00
C 7.86706 18.30340 15.76272 0.00
O 6.78865 17.90840 16.55811 0.00
C 6.11367 18.90278 16.86108 0.00
O 5.12140 18.98764 17.57914 0.00
O 6.57800 19.96503 16.18102 0.00
H 9.69572 20.60923 15.51354 0.00
H 8.88369 20.67716 17.04055 0.00
H 8.36689 21.76576 15.77486 0.00
H 7.44781 19.77956 14.32973 0.00
H 8.82763 18.19226 16.26577 0.00
H 7.83267 17.55218 14.97367 0.00
C 8.63918 24.30516 23.03892 0.00
C 7.16925 24.69603 22.93019 0.00
C 6.52966 25.27630 21.64181 0.00
O 5.26566 24.69247 21.78899 0.00
C 5.35790 23.56210 22.51935 0.00
O 4.36553 22.75407 22.73661 0.00
O 6.54972 23.44414 22.99669 0.00
H 9.13423 25.12652 23.55700 0.00
H 9.19023 24.37567 22.10112 0.00
H 8.84783 23.39444 23.60031 0.00
H 6.97249 25.26414 23.83939 0.00
H 6.86875 25.04819 20.63132 0.00
H 6.45656 26.36166 21.71081 0.00
C 0.36746 12.01968 30.96247 0.00
C 1.06763 12.60538 29.68256 0.00
C 0.46785 12.09009 28.40657 0.00
O 0.49072 13.21890 27.56277 0.00
C 0.51213 14.25321 28.32848 0.00
O 0.26367 15.31603 27.76770 0.00
O 0.79072 13.97218 29.57657 0.00
H 0.85118 11.10850 31.31442 0.00
H -0.69010 11.92910 30.71457 0.00
H 0.33403 12.70184 31.81197 0.00
H 2.14536 12.46730 29.76942 0.00
H -0.54698 11.71074 28.52619 0.00
H 1.07006 11.34119 27.89217 0.00
C 10.48996 16.71903 22.71726 0.00
C 9.42207 15.69902 22.95825 0.00
C 9.17951 15.43153 24.34313 0.00
O 7.77523 15.55379 24.46867 0.00
C 7.24768 16.09041 23.29087 0.00
O 6.09757 16.46653 23.15426 0.00
O 8.20806 16.12978 22.36851 0.00
H 11.39574 16.61226 23.31413 0.00
H 9.98300 17.67801 22.82423 0.00
H 10.64377 16.65858 21.63986 0.00
H 9.73851 14.74584 22.53469 0.00
H 9.77171 16.11910 24.94700 0.00
H 9.36708 14.44981 24.77805 0.00
```

Calculated values
energy relative to the best compared isomer or geometry (same formula, charge and spin): 0.000 eV
multiplicity: 3
HOMO level (alpha / beta): -7.4 / -7.4 eV
charge: -2

---

Density functional theory data (ωB97M-V/def2-TZVPD) for a structure of composition C40H51N2O2PbS at a distorted geometry.

```
97
Properties=species:S:1:pos:R:3:lowdin_charge:R:1
Pb 7.03536 -15.11199 13.40165 1.50
C 4.59721 -21.37944 11.81640 -0.03
C 6.07953 -21.74656 11.76237 -0.52
C 6.35378 -22.94290 12.75215 0.03
C 6.39396 -22.12460 10.30222 -0.03
C 6.96323 -20.62696 12.27649 0.01
C 6.54730 -19.73122 13.30976 0.07
C 7.14690 -18.51331 13.38745 -0.10
N 6.63250 -17.39268 14.08325 0.02
C 5.93461 -17.59076 15.18003 -0.15
C 5.81770 -18.77761 15.96284 0.04
C 4.71534 -18.98139 16.77590 -0.07
C 3.70284 -17.90316 16.90694 0.07
C 3.85292 -16.66363 16.38944 -0.07
C 5.15745 -16.39893 15.69664 -0.22
O 5.64960 -15.29042 15.52129 -0.03
C 2.79598 -15.60653 16.30859 -0.52
C 3.12682 -14.37212 17.17708 -0.02
C 1.38507 -16.21492 16.77608 -0.02
C 2.61155 -15.18579 14.83003 -0.04
C 4.31941 -20.31364 17.32571 -0.53
C 5.45680 -21.37887 17.22121 -0.02
C 3.78240 -20.15722 18.78502 0.00
C 3.18917 -20.69196 16.35929 -0.01
C 8.26632 -18.16848 12.48260 -0.22
O 8.57858 -17.00201 12.39998 -0.01
C 8.89804 -19.23858 11.67717 -0.03
C 8.24953 -20.42649 11.64752 0.08
C 10.12938 -18.89507 10.87542 -0.49
C 10.75206 -20.13502 10.17970 -0.03
C 11.20013 -18.20044 11.79378 0.01
C 9.68810 -17.85675 9.75875 -0.01
H 4.01748 -22.30599 11.68937 0.11
H 4.29571 -21.02375 12.76485 0.05
H 4.28396 -20.66676 10.99989 0.13
H 5.76373 -23.76229 12.33818 0.11
H 7.43494 -23.15526 12.86364 0.11
H 5.95860 -22.66938 13.72785 0.08
H 5.51575 -22.64646 9.87598 0.11
H 6.61624 -21.31803 9.67302 0.07
H 7.26890 -22.81680 10.15439 0.12
H 5.69220 -19.87216 13.89449 0.10
H 6.58505 -19.47929 15.75129 0.11
H 2.73419 -18.13838 17.30949 0.10
H 3.18883 -14.76269 18.22726 0.11
H 4.06783 -13.88198 16.87645 0.08
H 2.36388 -13.60965 17.14817 0.09
H 1.33656 -16.57926 17.80570 0.09
H 0.67246 -15.34903 16.73121 0.11
H 1.10734 -16.95973 16.06365 0.08
H 3.41540 -14.43675 14.51194 0.10
H 2.64364 -15.96246 14.04802 0.09
H 1.65532 -14.64354 14.78239 0.10
H 6.32331 -21.05257 17.85209 0.11
H 5.05042 -22.29641 17.76731 0.13
H 5.77718 -21.56504 16.19578 0.06
H 4.62898 -19.92304 19.41282 0.09
H 2.94282 -19.43347 18.88774 0.10
H 3.38967 -21.16317 19.09923 0.12
H 3.47217 -20.84368 15.31101 0.09
H 2.66892 -21.52627 16.77033 0.10
H 2.40356 -19.93720 16.33138 0.09
H 8.66086 -21.20760 11.01698 0.12
H 10.98260 -20.89604 10.91277 0.09
H 10.04461 -20.59217 9.39219 0.13
H 11.71491 -19.86119 9.73177 0.11
H 11.68106 -19.04484 12.25304 0.09
H 11.86337 -17.73597 11.08009 0.10
H 10.78156 -17.53012 12.51776 0.06
H 8.92903 -18.24535 9.00081 0.12
H 9.28330 -16.95302 10.17403 0.06
H 10.59316 -17.51393 9.24041 0.10
N 8.97989 -14.56361 14.42222 -0.51
S 10.46736 -14.40826 13.70112 1.07
C 10.66564 -12.63552 13.61151 -0.43
C 11.00666 -12.06994 12.40488 -0.08
C 11.29343 -10.70631 12.32026 -0.03
C 11.15277 -9.93552 13.47561 -0.04
C 10.81843 -10.51780 14.66126 -0.03
C 10.57022 -11.89523 14.75663 -0.07
C 11.71172 -14.77362 14.94000 -0.43
C 11.31843 -15.04615 16.21328 -0.10
C 12.34213 -15.35495 17.10454 -0.03
C 13.65932 -15.40827 16.63550 -0.06
C 13.97885 -15.16488 15.35057 -0.07
C 13.01090 -14.78570 14.47612 -0.08
H 8.96425 -13.75980 15.11568 0.03
H 11.11600 -12.71294 11.55151 0.11
H 11.61589 -10.28585 11.34269 0.14
H 11.41279 -8.90343 13.28917 0.13
H 10.76391 -9.93214 15.55235 0.12
H 10.45142 -12.31172 15.75313 0.12
H 10.27093 -15.04363 16.53046 0.11
H 12.12069 -15.53281 18.17457 0.13
H 14.49930 -15.57446 17.33257 0.14
H 15.03025 -15.20050 14.99410 0.15
H 13.15622 -14.54603 13.39959 0.14
```

Calculated values
multiplicity: 1
HOMO level (alpha / beta): -16.0 / -16.0 eV
charge: +3

---

Density functional theory data (ωB97M-V/def2-TZVPD) for an isolated molecule of C26H28N2O4.

```
60
Properties=species:S:1:pos:R:3:nbo_charge:R:1
C -7.56113 -1.09357 -1.35790 -0.26
O -6.60312 -0.29916 -0.66883 -0.50
C -5.59077 -0.95537 -0.09663 0.81
O -5.46462 -2.15040 -0.12027 -0.61
C -4.59956 0.01700 0.52822 -0.18
N -4.09720 -0.55935 1.76078 -0.60
C -3.32714 0.33972 2.60201 -0.25
C -2.08161 0.91654 1.96930 0.06
C -1.92803 2.28673 1.81604 -0.26
C -0.80830 2.79866 1.18436 -0.19
C 0.16020 1.94803 0.68624 -0.22
C 0.02870 0.57446 0.84299 -0.01
C 1.06709 -0.35868 0.28323 -0.24
N 2.38302 0.25651 0.30202 -0.61
C 3.41762 -0.55570 -0.30123 -0.17
C 3.75291 -1.80172 0.52203 0.79
O 3.63689 -1.87196 1.71847 -0.61
O 4.21715 -2.78028 -0.25660 -0.51
C 4.65800 -3.97619 0.37739 -0.27
C 4.70941 0.22547 -0.42223 0.08
C 5.26331 0.48729 -1.66732 -0.23
C 6.44671 1.19746 -1.77159 -0.19
C 7.08874 1.64999 -0.63192 -0.22
C 6.54356 1.38766 0.61354 -0.20
C 5.36117 0.67740 0.71892 -0.24
C -1.08603 0.07263 1.49520 -0.24
C -3.54844 0.27895 -0.54077 0.06
C -2.81143 -0.78021 -1.05675 -0.25
C -1.82517 -0.55280 -1.99857 -0.20
C -1.56217 0.73569 -2.43136 -0.22
C -2.30309 1.79208 -1.93191 -0.20
C -3.29740 1.56455 -0.99738 -0.22
H -8.41383 -0.44763 -1.55012 0.20
H -7.13998 -1.45779 -2.29716 0.19
H -7.85218 -1.94848 -0.74485 0.20
H -5.12389 0.94732 0.76736 0.22
H -3.58165 -1.40793 1.55543 0.37
H -3.99396 1.15381 2.90344 0.19
H -3.05843 -0.22637 3.49957 0.21
H -2.68962 2.95536 2.19217 0.21
H -0.69718 3.86714 1.06986 0.21
H 1.02929 2.33400 0.17721 0.23
H 0.81583 -0.56714 -0.76524 0.20
H 1.03454 -1.31645 0.82938 0.18
H 2.63866 0.46672 1.26313 0.37
H 3.08544 -0.87100 -1.29564 0.22
H 4.23004 -4.04646 1.37905 0.21
H 4.33044 -4.81034 -0.24021 0.19
H 5.74710 -3.96503 0.44381 0.19
H 4.76579 0.13559 -2.55922 0.21
H 6.86829 1.39745 -2.74573 0.21
H 8.01272 2.20310 -0.71350 0.21
H 7.04249 1.73396 1.50663 0.21
H 4.94868 0.46213 1.69359 0.22
H -1.18628 -0.99657 1.62784 0.20
H -3.02129 -1.78768 -0.72658 0.23
H -1.26356 -1.38541 -2.39728 0.21
H -0.78549 0.91597 -3.15978 0.21
H -2.10616 2.79831 -2.27060 0.21
H -3.87510 2.39202 -0.61205 0.21
```

Calculated values
energy relative to the best compared isomer or geometry (same formula, charge and spin): 1.170 eV
multiplicity: 1
HOMO level: -8.5 eV
charge: 0
SMILES: COC(=O)[C@@H](NCc1cccc(CN[C@H](C(=O)OC)c2ccccc2)c1)c1ccccc1

---

Density functional theory data (ωB97M-V/def2-TZVPD) for an isolated molecule of H3N2P at a distorted geometry.

```
6
Properties=species:S:1:pos:R:3:nbo_charge:R:1
H -2.39193 -0.50571 0.21837 0.36
N -1.40900 -0.62564 0.03554 -1.19
P -0.85328 0.77682 0.01977 1.21
N 0.75314 0.48846 -0.03811 -1.19
H 0.89229 -0.52245 -0.14723 0.41
H 1.42708 1.01602 -0.67131 0.41
```

Calculated values
energy relative to the best compared isomer or geometry (same formula, charge and spin): 0.008 eV
multiplicity: 1
HOMO level: -9.6 eV
charge: 0
SMILES: [H]/N=P/N

---

Density functional theory data (ωB97M-V/def2-TZVPD) for a cluster of 2 separate species, C7H10FNO7 in total at a distorted geometry.

```
26
Properties=species:S:1:pos:R:3:nbo_charge:R:1
O 6.20252 -2.35692 -1.71863 -0.49
C 5.06028 -2.03943 -1.78832 0.96
F 4.62692 -1.26331 -2.75929 -0.30
N 4.06380 -2.44608 -0.84875 -0.74
C 2.81920 -2.78738 -1.47493 0.89
O 2.43297 -3.91206 -1.59876 -0.47
O 2.09442 -1.69976 -1.96244 -0.56
C 1.04503 -1.40518 -1.07788 0.98
O 1.16883 -0.62230 -0.19037 -0.56
O -0.03465 -2.09935 -1.33024 -0.63
H 3.90389 -1.67966 -0.19700 0.42
H 0.09217 -2.59734 -2.14407 0.51
C -2.04845 3.26868 2.06826 -0.64
C -3.26746 2.64080 1.42486 -0.07
O -2.98924 2.16143 0.10907 -0.51
C -2.46937 0.94304 -0.13281 0.80
C -1.94569 0.11498 1.01611 -0.75
O -2.38845 0.56892 -1.26784 -0.58
H -1.24520 2.54412 2.20134 0.21
H -2.30357 3.68093 3.04482 0.22
H -1.66395 4.07132 1.43952 0.22
H -3.70009 1.84988 2.03910 0.17
H -4.04222 3.39331 1.28989 0.20
H -0.87492 0.28814 1.10842 0.26
H -2.10943 -0.93303 0.77933 0.25
H -2.42732 0.31628 1.97061 0.21
```

Calculated values
multiplicity: 1
HOMO level: -10.2 eV
charge: 0
SMILES: O=C(F)NC(=O)OC(=O)O.CCOC(C)=O